The following is a DFT calculation (ωB97M-V/def2-TZVPD) of one molecule with the formula CClNS2 at a distorted geometry.

Multiplicity: 1
Total charge: 0
LUMO level: -2.40 eV
Energy above the lowest of the compared OMol25 structures with the same formula, charge and spin: 16.8 kcal per mole

```
5
Properties=species:S:1:pos:R:3:forces:R:3
Cl 1.610990 -1.386796 2.242078 0.503 0.113 -0.072
S -0.019901 -0.997041 1.202810 -0.267 0.785 -2.166
S 0.598725 -0.161682 -0.998383 0.254 -1.304 2.148
N -1.531901 1.634308 -1.311240 -0.608 0.548 -0.071
C -0.657914 0.911210 -1.135264 0.118 -0.142 0.161
```
Positions in Å, forces in eV/Å.

Löwdin atomic charge list, values in e, 4 entries: 0.057 0.083 0.589 0.101